# 1
Computed, not measured: a 4-piece molecular cluster, C33H65N4O5 overall, with ωB97M-V with the def2-TZVPD basis set.

energy: -51467.51501 eV

```
! wB97M-V def2-TZVPD RIJCOSX def2/J DEFGRID3
* xyz 0 4
C 2.22249 0.47720 6.92631
C 2.95861 0.90913 5.65845
N 3.35925 2.30542 5.78575
C 4.68745 2.66889 5.38627
C 5.18603 3.73300 6.40184
C 6.67115 3.76353 6.04989
C 6.89397 2.27427 5.74471
O 7.88837 1.72694 5.72929
O 5.70427 1.69561 5.49001
H 1.22926 0.90955 6.97801
H 2.78937 0.73980 7.81050
H 2.07924 -0.59700 6.93073
H 3.77366 0.20550 5.52801
H 2.24647 0.78586 4.84622
H 3.07670 2.73000 6.65121
H 4.65476 3.23989 4.45875
H 5.06254 3.33736 7.39935
H 4.69070 4.67887 6.22517
H 6.83200 4.42365 5.21281
H 7.24426 4.05495 6.91364
C 0.54634 4.63674 0.50948
C 1.02751 3.25655 1.03730
C 1.42110 2.32518 -0.12140
C 0.24974 1.65748 -0.83563
C -0.67450 0.98859 0.17633
C -1.16047 1.96047 1.24706
N -0.02043 2.65909 1.91818
O 0.53856 1.84739 2.74080
C -2.13354 2.96112 0.59201
C -2.01548 1.21167 2.26625
C 2.30921 3.56319 1.81291
H -0.51629 4.81099 0.64990
H 1.03042 5.45359 1.04607
H 0.76443 4.76556 -0.55204
H 2.07185 1.53298 0.26408
H 2.02174 2.88242 -0.84321
H -0.29431 2.38530 -1.44404
H 0.63064 0.90590 -1.53243
H -1.53325 0.55404 -0.34115
H -0.14324 0.15194 0.64355
H -2.46361 3.71430 1.31037
H -3.01929 2.43552 0.23330
H -1.71835 3.47217 -0.27436
H -1.48358 0.37761 2.72219
H -2.89779 0.80039 1.77490
H -2.35297 1.87934 3.06149
H 2.10008 4.15755 2.70402
H 2.98637 4.13358 1.17535
H 2.83579 2.66041 2.12108
C -5.20540 -3.09419 -3.23434
C -4.51360 -2.47177 -1.98975
C -4.95954 -3.17537 -0.69797
C -6.32343 -2.74292 -0.16823
C -6.39311 -1.22105 -0.07103
C -6.07265 -0.54059 -1.40173
N -4.76195 -1.00101 -1.95439
O -3.80735 -0.44089 -1.30530
C -7.22879 -0.81542 -2.38413
C -6.07781 0.97519 -1.21700
C -3.02914 -2.77783 -2.17104
H -5.93276 -2.43811 -3.70299
H -4.48152 -3.30588 -4.02194
H -5.71206 -4.02996 -2.99324
H -4.22156 -2.97969 0.08714
H -4.95135 -4.25538 -0.85523
H -7.12383 -3.13457 -0.80188
H -6.48127 -3.17786 0.82104
H -7.38707 -0.91831 0.26500
H -5.69274 -0.88165 0.69940
H -7.01383 -0.39721 -3.36906
H -8.14433 -0.34781 -2.02106
H -7.45957 -1.87194 -2.50319
H -5.38351 1.30201 -0.44362
H -7.07107 1.30814 -0.91714
H -5.81985 1.48466 -2.14723
H -2.61689 -2.24129 -3.02745
H -2.88723 -3.84513 -2.34642
H -2.43960 -2.51967 -1.29092
C 4.53096 -1.67101 -3.16311
C 3.57066 -2.29575 -4.21332
C 2.66240 -1.22601 -4.84091
C 1.47176 -0.80804 -3.98220
C 0.70049 -2.03755 -3.51158
C 1.59723 -3.03095 -2.77362
N 2.79252 -3.40588 -3.58746
O 2.42845 -4.23595 -4.49835
C 2.00300 -2.40754 -1.42238
C 0.79047 -4.26904 -2.38662
C 4.48945 -2.80338 -5.32416
H 4.30456 -1.95686 -2.14018
H 5.55672 -2.00629 -3.31945
H 4.53083 -0.58063 -3.20872
H 2.27108 -1.60380 -5.79117
H 3.26063 -0.34764 -5.09046
H 1.80464 -0.20334 -3.13354
H 0.80978 -0.16677 -4.56875
H -0.12086 -1.72624 -2.86152
H 0.23665 -2.51938 -4.37879
H 2.69445 -3.05714 -0.88288
H 1.12087 -2.27271 -0.79501
H 2.45822 -1.42298 -1.51359
H 0.32408 -4.75277 -3.24403
H -0.01432 -3.99583 -1.70348
H 1.41886 -5.00473 -1.88148
H 5.11437 -3.62683 -4.97559
H 5.14502 -1.99315 -5.64569
H 3.93695 -3.14101 -6.19990
*
```

# 2
Computed, not measured: one molecule with the formula C2H5FN2S, with ωB97M-V with the def2-TZVPD basis set.

SMILES: [H]/N=C(\CF)NS
relative energy (zero: lowest compared OMol25 entry of this formula, charge and spin): 5.3 kJ/mol
energy: -18687.12851 eV

```
! wB97M-V def2-TZVPD RIJCOSX def2/J DEFGRID3
* xyz 0 1
H 0.84625 1.84435 -0.00209
N -0.07870 1.47157 -0.00655
C -0.01872 0.19926 -0.00890
C 1.28542 -0.59366 -0.01597
F 2.35921 0.26227 -0.00578
N -1.12782 -0.57573 -0.01176
S -2.71341 0.10286 -0.00644
H 1.35599 -1.23178 0.90721
H 1.35132 -1.25007 -0.87122
H -1.06048 -1.58183 0.01576
H -2.19906 1.35275 0.00574
*
```

# 3
Computed, not measured: C66H58BrCaN5O3P3 as an isolated structure, with ωB97M-V with the def2-TZVPD basis set.

relative energy (zero: lowest compared OMol25 entry of this formula, charge and spin): 19.1 kJ/mol
energy: -199322.62373 eV

```
! wB97M-V def2-TZVPD RIJCOSX def2/J DEFGRID3
* xyz 1 1
Ca 0.00201 0.39263 0.97998
O 2.27572 4.08439 2.68059
C 3.40977 3.83521 1.98486
C 4.58208 4.49569 2.34347
C 5.75178 4.25383 1.64554
C 5.77778 3.34473 0.59210
C 4.61078 2.68466 0.24651
C 3.42036 2.92541 0.92274
C 2.15855 2.19491 0.52861
O 1.16630 2.12193 1.47870
N 1.64372 2.73496 -0.74130
N 0.42391 2.23318 -1.03118
C -0.30328 2.83309 -1.88718
C -1.62476 2.33918 -2.26611
Br -2.54972 1.32463 -0.94112
C -2.25883 2.57945 -3.41160
C -1.68272 3.27622 -4.57615
C -0.35300 3.10621 -4.96233
C 0.14240 3.75713 -6.08190
C -0.68466 4.57956 -6.83327
C -2.01500 4.73971 -6.46828
C -2.51173 4.08537 -5.35324
H 1.63019 3.39064 2.37392
H 4.55207 5.19448 3.16907
H 6.65740 4.77398 1.93007
H 6.69639 3.15302 0.05511
H 4.61355 1.96588 -0.56765
H 2.48251 1.17441 0.25209
H 1.81875 3.71048 -0.95415
H 0.03316 3.74345 -2.38289
H -3.28168 2.23695 -3.51674
H 0.28642 2.42801 -4.41093
H 1.17377 3.60979 -6.37495
H -0.29744 5.08433 -7.70831
H -2.66675 5.37105 -7.05733
H -3.55203 4.20514 -5.07513
N -0.52694 1.73714 4.19600
P -1.75871 1.42353 3.06250
C -3.17991 1.02240 4.12017
C -3.49918 -0.32032 4.30639
C -4.52320 -0.68663 5.16959
C -5.23144 0.28985 5.85225
C -4.91439 1.63174 5.67645
C -3.89428 1.99894 4.81463
C -2.17505 3.09003 2.44376
C -1.24935 4.12692 2.45501
C -1.55975 5.35119 1.87644
C -2.79596 5.54523 1.28065
C -3.72875 4.51420 1.26886
C -3.41942 3.29458 1.84550
C 0.73460 1.15739 4.22549
C 1.68780 1.66860 5.11359
C 2.94464 1.11562 5.12573
C 3.22554 0.04388 4.28017
C 2.21670 -0.40360 3.46290
N 0.98860 0.13753 3.40901
H -0.66638 2.48733 4.85786
H -2.94281 -1.08637 3.77987
H -4.76489 -1.73281 5.30497
H -6.03217 0.00827 6.52343
H -5.46586 2.39343 6.21173
H -3.66420 3.04837 4.67367
H -0.27995 3.98795 2.91200
H -0.82956 6.14953 1.89651
H -3.03762 6.49880 0.82975
H -4.69885 4.66316 0.81308
H -4.15627 2.49872 1.83308
H 1.43667 2.50616 5.75048
H 3.70334 1.51192 5.78758
H 4.19530 -0.43092 4.26115
H 2.38550 -1.25693 2.81628
C -0.20818 -3.97185 -0.07246
N 0.47389 -3.61017 -1.29597
C -0.38414 -2.99317 -2.29474
P -0.05636 -1.17359 -2.44829
C -1.09389 -0.88194 -3.92869
C -0.58987 -0.38712 -5.12801
C -1.43146 -0.16684 -6.21127
C -2.78545 -0.44595 -6.11250
C -3.29903 -0.94793 -4.92265
C -2.46057 -1.15745 -3.83963
C 1.63928 -1.15285 -3.12884
C 2.14471 -2.12288 -3.99609
C 3.44578 -2.04247 -4.46375
C 4.26014 -0.98201 -4.08256
C 3.76595 0.00002 -3.23880
C 2.46241 -0.08914 -2.76492
C 1.39923 -4.59461 -1.78129
C 0.98065 -5.63000 -2.61170
C 1.89403 -6.56566 -3.07517
C 3.22835 -6.48321 -2.70124
C 3.64572 -5.45833 -1.86455
C 2.73507 -4.51376 -1.41254
P -0.46329 -2.55796 1.12947
C -2.22127 -2.78791 1.56226
C -2.69066 -3.79232 2.40948
C -4.05300 -3.96784 2.59613
C -4.96307 -3.16012 1.92219
C -4.50917 -2.17297 1.06218
C -3.14375 -1.98756 0.89198
C 0.45015 -3.15519 2.59914
C 1.68496 -3.78698 2.45129
C 2.43867 -4.13311 3.56506
C 1.96587 -3.85376 4.83854
C 0.73952 -3.22166 4.99500
C -0.00885 -2.86791 3.88415
H 0.37976 -4.72609 0.44723
H -1.20462 -4.39822 -0.25842
H -1.43962 -3.12107 -2.03151
H -0.25519 -3.46697 -3.26887
H 0.46763 -0.17222 -5.22517
H -1.02357 0.22546 -7.13393
H -3.43886 -0.27873 -6.95874
H -4.35449 -1.17418 -4.83838
H -2.88185 -1.53228 -2.91314
H 1.52633 -2.95276 -4.31436
H 3.82698 -2.80818 -5.12672
H 5.27673 -0.92209 -4.44880
H 4.39164 0.83341 -2.94568
H 2.07977 0.68641 -2.10931
H -0.06223 -5.70524 -2.89651
H 1.56023 -7.36591 -3.72268
H 3.93933 -7.21392 -3.06280
H 4.68621 -5.38108 -1.57723
H 3.06169 -3.68681 -0.79697
H -1.99015 -4.43332 2.93113
H -4.40780 -4.74513 3.26019
H -6.02560 -3.30512 2.06738
H -5.21225 -1.54224 0.53383
H -2.79416 -1.21998 0.20861
H 2.07721 -4.01287 1.46635
H 3.39294 -4.62604 3.43343
H 2.54985 -4.12810 5.70695
H 0.36743 -2.99511 5.98562
H -0.95284 -2.35365 4.02209
O 3.19253 -1.58793 0.10218
C 2.22304 -1.02235 0.11489
*
```

# 4
Computed, not measured: a 12-piece molecular cluster, H23O12 overall, with ωB97M-V with the def2-TZVPD basis set.

relative energy (zero: lowest compared OMol25 entry of this formula, charge and spin): 273.5 kJ/mol
energy: -24945.17347 eV

```
! wB97M-V def2-TZVPD RIJCOSX def2/J DEFGRID3
* xyz -1 1
O 0.21488 0.27351 0.16585
H -0.14381 -0.63936 0.36544
O -0.07246 -3.34733 0.09099
H -0.11096 -4.25220 -0.16734
H 0.90101 -3.14228 0.16851
O -0.43610 3.87018 0.57094
H -0.22002 3.11137 0.03707
H -0.15172 3.77828 1.49021
O -2.46570 0.39942 -0.20633
H -1.50765 0.23682 -0.19996
H -2.60445 0.23681 -1.15223
O 1.44576 1.11241 2.65244
H 0.86898 0.59526 2.03470
H 2.25966 0.60846 2.64173
O 1.87504 2.29548 -0.50430
H 2.61591 1.78514 -0.17972
H 1.21079 1.68855 -0.10783
O 0.37740 0.07791 -2.31051
H -0.16473 -0.68886 -2.42609
H 0.21371 0.26635 -1.34906
O -2.84046 -2.31598 -0.01855
H -2.71106 -1.36959 0.00496
H -3.74267 -2.47116 -0.19741
O -0.87945 2.51060 -1.91623
H -0.55381 1.63590 -2.17248
H -1.69150 2.34433 -1.46513
O 2.78861 -1.02630 -1.95243
H 1.83812 -0.90308 -1.99772
H 2.87358 -1.04076 -1.00412
O -1.29092 -0.81506 2.34305
H -1.02829 -0.17049 1.74056
H -2.28543 -0.61522 2.55235
O 2.14030 -1.51650 0.59292
H 1.47891 -0.71869 0.44154
H 1.79851 -1.79396 1.43418
*
```